1.
DFT (ωB97M-V/def2-TZVPD) results for a cluster of 2 separate species, C4H12O3 in total.

Energy above the lowest of the compared OMol25 structures with the same formula, charge and spin, kJ/mol: 147.9
HOMO-LUMO gap, eV: 10.27
Total charge: 0
Molecular weight, g mol⁻¹: 108.137

Each line ends with the Löwdin charge.
Cartesian coordinates (Å):
C1 1.49054 0.24522 -0.78586  -0.2965
O1 2.69763 -0.24414 -0.21731  -0.1245
C2 0.22972 -0.69359 -0.63978  -0.1283
C3 -1.10238 0.09669 -0.62461  -0.4678
C4 -2.25841 -0.77371 -0.41146  -0.0607
O2 -1.08210 1.01791 0.46721  -0.0443
H1 1.22768 1.27879 -0.50677  0.1034
H2 1.64970 0.36491 -1.88983  0.1176
H3 2.91620 0.11008 0.75839  0.1433
H4 0.33920 -1.40988 -1.42286  0.0978
H5 0.53618 -1.22874 0.33478  0.1357
H6 -1.05540 0.63281 -1.56276  0.1413
H7 -3.21122 -0.14042 -0.28634  0.1159
H8 -2.22641 -1.36669 -1.38755  0.1124
H9 -2.15538 -1.45362 0.35261  0.0521
H10 -1.47539 1.80364 0.14062  0.0733
H11 0.79826 1.02343 2.04521  0.0777
H12 1.50633 0.58389 3.21167  0.0285
O3 1.17526 0.15340 2.42461  -0.0771

---

2.
DFT (ωB97M-V/def2-TZVPD) results for a structure of composition C28H26N3OPdSSb.

2S+1: 3
<S²>: 2.016
Energy above the lowest of the compared OMol25 structures with the same formula, charge and spin, kJ/mol: 0.0
HOMO-LUMO gap (alpha / beta), eV: 5.27 / 4.44
Total charge: 0
Molecular weight, g mol⁻¹: 680.783

Each line ends with the Löwdin charge.
Cartesian coordinates (Å):
Pd1 0.00000 0.00000 0.00000  0.7550
C1 -1.43180 -0.48010 2.55610  -0.0777
C2 -0.83040 0.88930 2.59610  -0.3024
C3 -1.12810 1.78430 3.63450  -0.0132
C4 -0.54430 3.05320 3.63200  -0.0616
C5 0.32370 3.41790 2.60160  -0.1274
C6 0.59570 2.50250 1.58260  -0.4442
N1 0.02030 1.26970 1.60470  -0.1119
Sb1 1.93090 3.02450 -0.00590  1.4946
C7 2.83700 1.09820 -0.00340  -0.4341
C8 4.22560 0.95390 -0.00680  -0.1246
C9 4.77550 -0.32940 -0.00540  -0.0604
C10 3.93660 -1.44670 -0.00060  -0.0162
C11 2.54580 -1.26160 0.00280  -0.2971
C12 1.60780 -2.42720 0.00780  -0.0810
N2 2.03650 0.00000 0.00140  -0.0647
C13 0.59770 2.50080 -1.59570  -0.4447
C14 0.33060 3.41350 -2.61850  -0.1277
C15 -0.53600 3.04730 -3.64960  -0.0618
C16 -1.12300 1.77990 -3.64910  -0.0130
C17 -0.83030 0.88790 -2.60660  -0.3031
C18 -1.43560 -0.47970 -2.56330  -0.0768
N3 0.01900 1.26970 -1.61490  -0.1092
H1 -2.10550 -0.65510 3.42190  0.0881
H2 -2.01760 -0.59910 1.62060  0.0407
H3 -0.62310 -1.23960 2.57750  0.0875
H4 -1.80140 1.50480 4.43520  0.1102
H5 -0.76420 3.75270 4.42820  0.1046
H6 0.78010 4.39920 2.59450  0.0838
H7 4.86880 1.82410 -0.01060  0.0852
H8 5.85010 -0.45850 -0.00800  0.1049
H9 4.36620 -2.44070 0.00040  0.1092
H10 2.15680 -3.39280 0.00820  0.0879
H11 0.96790 -2.38290 0.91330  0.0668
H12 0.96270 -2.38650 -0.89430  0.0650
H13 0.78970 4.39330 -2.61390  0.0835
H14 -0.75210 3.74460 -4.44900  0.1046
H15 -1.79530 1.49940 -4.45060  0.1106
H16 -2.10720 -0.65630 -3.43010  0.0883
H17 -0.62890 -1.24160 -2.57910  0.0855
H18 -2.02440 -0.59350 -1.62880  0.0458
C19 -7.78330 -4.37040 -1.51700  -0.0824
C20 -6.89370 -5.57720 -1.61280  -0.8084
O1 -6.45980 -5.92420 -2.70000  0.0977
S1 -6.41560 -6.49630 -0.13230  0.9864
C21 -5.00420 -5.42500 0.07500  -0.5476
C22 -5.18080 -4.18840 0.70150  -0.1140
C23 -4.14070 -3.26910 0.72770  -0.0317
C24 -2.91530 -3.58920 0.14050  -0.2505
C25 -2.70600 -4.85150 -0.42900  -0.0263
C26 -3.75790 -5.77200 -0.46580  -0.0883
C27 -1.93100 -2.56300 0.03830  -0.1493
C28 -1.17260 -1.63760 0.00000  -0.2708
H19 -7.94660 -3.91940 -2.51940  0.0869
H20 -7.32190 -3.59470 -0.87410  0.0646
H21 -8.76250 -4.65970 -1.08600  0.0795
H22 -6.14010 -3.91560 1.11980  0.0982
H23 -4.30620 -2.29030 1.16140  0.1125
H24 -1.75740 -5.10070 -0.89130  0.1112
H25 -3.61730 -6.72850 -0.95360  0.1021
H26 -0.98500 1.37560 0.00000  0.1812

---

3.
DFT (ωB97M-V/def2-TZVPD) results for a cluster of 3 separate species, C2H10NO2 in total.

Energy above the lowest of the compared OMol25 structures with the same formula, charge and spin, kJ/mol: 112.6
HOMO-LUMO gap, eV: 11.94
Total charge: +1
Molecular weight, g mol⁻¹: 80.107

Each line ends with the Löwdin charge.
Cartesian coordinates (Å):
C1 -1.14237 -0.47422 -0.34399  -0.1922
C2 -0.94688 -1.47751 -1.17339  0.0715
N1 -0.19567 0.56016 0.00030  0.1477
H1 -2.10910 -0.31293 0.26703  0.1547
H2 -1.76929 -2.16842 -1.25669  0.0781
H3 0.03959 -1.68229 -1.66929  0.1048
H4 0.42229 0.74524 -0.83766  0.1192
H5 -0.56331 1.50030 0.20322  0.1788
H6 0.24078 0.34102 0.91187  0.1206
H7 -0.99454 -0.49512 2.83201  0.0633
H8 0.31558 -0.38749 3.52074  0.0899
O1 -0.16136 -0.00822 2.75016  -0.0539
H9 2.20519 0.78865 -2.45797  0.0663
H10 2.70990 1.76294 -1.06952  0.1675
O2 1.94920 1.30789 -1.67683  -0.1162

---

Taking the records one at a time from the top gives largest force on an atom values of 4.68, 4.59, 4.35 eV/Å.